15
Properties=species:S:1:pos:R:3 method="wB97M-V/def2-TZVPD" homo_ev=-13.15 spin_multiplicity=1 orbital_gap_ev=7.8977 de_lowest_kj_mol=313.8 e_tot_ha=-532.7227 charge=+1
H 1.07 -1.83 1.85
H -1.91 0.51 1.25
H 1.73 -2.23 1.39
H -0.53 -1.30 -2.06
H 0.02 2.58 1.57
H -1.67 -0.95 0.16
N -0.15 2.10 0.67
C -1.25 -0.39 0.92
H 0.96 -0.85 -2.86
P 0.20 0.44 0.42
H 0.08 2.61 -0.17
N 0.32 -0.67 -2.16
H -1.04 -1.14 1.82
C 0.61 0.31 -1.27
H 1.55 0.81 -1.52